63
Properties=species:S:1:pos:R:3:forces:R:3 method="wB97M-V/def2-TZVPD" multiplicity=1 molar_mass_da=525.47 homo_lumo_gap_ev=3.29 total_charge=+1
C 2.751 -2.514 -4.351 -0.2 -0.1 0.5
N 3.505 -1.302 -4.098 0.1 0.2 -0.6
C 3.027 -0.145 -4.873 -0.3 -0.4 1.0
C 1.726 0.400 -4.307 0.0 0.1 -0.6
C 0.530 0.062 -4.938 -0.3 0.3 0.5
C -0.677 0.506 -4.423 -0.7 -0.2 0.0
C -0.745 1.296 -3.276 0.4 0.2 -0.1
C 0.444 1.640 -2.651 -0.3 -0.4 -0.2
C 1.664 1.192 -3.161 0.1 0.6 0.2
P 3.192 1.629 -2.261 0.7 -0.5 0.0
O 2.692 1.126 -0.757 -0.1 0.1 -0.1
Br 3.130 3.867 -2.135 -0.4 0.0 0.1
N -1.993 1.742 -2.785 0.3 -0.6 0.1
C -2.967 0.718 -2.674 -0.4 0.1 0.3
C -3.711 0.589 -1.502 0.1 -0.3 -0.5
C -4.644 -0.431 -1.402 0.0 0.1 0.0
C -4.860 -1.306 -2.462 0.0 0.0 0.1
C -4.130 -1.173 -3.635 0.1 0.2 0.3
C -3.190 -0.158 -3.733 0.5 0.3 -0.1
S -2.215 0.084 -5.198 0.0 -0.1 -0.2
H 3.124 -3.290 -3.688 0.1 -0.2 0.0
H 2.877 -2.852 -5.376 0.1 0.1 -0.1
H 1.672 -2.434 -4.157 -0.1 0.1 -0.1
H 3.494 -1.074 -3.114 0.1 0.0 0.1
H 3.804 0.612 -4.866 0.1 0.1 -0.2
H 2.833 -0.498 -5.880 0.2 0.2 -0.2
H 0.504 -0.539 -5.833 0.2 -0.1 -0.1
H 0.402 2.252 -1.756 0.1 0.2 0.0
H 1.795 0.781 -0.843 -0.1 0.1 0.2
H -1.843 2.167 -1.881 -0.2 0.3 0.0
H -3.555 1.291 -0.695 0.0 0.1 0.1
H -5.202 -0.535 -0.483 -0.1 -0.1 0.0
H -5.584 -2.099 -2.361 -0.1 -0.1 0.0
H -4.262 -1.846 -4.467 -0.1 -0.1 -0.1
C -0.943 1.625 4.602 0.4 0.0 0.1
C -1.034 0.457 3.589 -1.3 2.5 1.2
C -1.276 -0.876 4.317 0.8 -0.9 -0.1
C -0.057 -1.412 5.069 0.1 0.3 0.0
C 1.172 -1.499 4.163 -1.2 -0.4 -0.1
C 1.509 -0.180 3.451 2.6 1.6 1.0
N 0.246 0.332 2.786 -1.1 -4.5 0.9
O 0.060 -0.180 1.733 0.2 1.3 -1.4
C 2.069 0.847 4.455 -0.5 0.2 0.2
C 2.619 -0.390 2.426 -0.5 -0.2 -0.7
C -2.218 0.781 2.680 0.3 -0.4 -0.7
H -0.342 2.448 4.215 0.0 0.0 0.0
H -1.933 2.025 4.801 -0.1 -0.1 -0.1
H -0.533 1.325 5.564 0.1 0.0 -0.1
H -1.599 -1.626 3.588 0.0 0.1 -0.1
H -2.108 -0.730 5.005 0.0 0.2 -0.1
H 0.158 -0.792 5.941 0.0 0.0 0.0
H -0.286 -2.406 5.454 0.0 0.0 0.0
H 2.046 -1.801 4.738 0.1 0.2 -0.1
H 1.006 -2.279 3.413 0.0 0.1 -0.1
H 2.180 1.829 3.995 0.0 0.0 0.0
H 3.053 0.525 4.784 0.0 -0.1 -0.1
H 1.468 0.956 5.354 0.0 0.0 -0.1
H 2.389 -1.182 1.713 -0.1 0.0 0.0
H 3.534 -0.678 2.936 -0.1 0.0 0.2
H 2.819 0.525 1.865 0.0 0.0 0.0
H -2.044 1.700 2.118 0.0 0.0 0.0
H -3.103 0.921 3.294 0.1 0.0 0.1
H -2.439 -0.019 1.974 0.1 0.0 0.0


77
Properties=species:S:1:pos:R:3:forces:R:3 method="wB97M-V/def2-TZVPD" multiplicity=1 smiles="O=C1OC[C@@H](F)O1.O=C1OC[C@@H](F)O1.C[C@H]1COC(=O)O1.C[C@H]1COC(=O)O1.C[C@H]1COC(=O)O1.C[C@H]1COC(=O)O1.ClCCl" molar_mass_da=705.39 homo_lumo_gap_ev=10.51
O 7.668 -1.618 -2.288 -3.9 2.0 1.4
C 6.608 -1.164 -1.805 4.7 -1.7 -1.0
O 6.310 0.114 -1.590 1.1 0.6 -1.1
C 5.081 0.234 -0.954 -1.2 0.1 1.1
C 4.486 -1.175 -1.011 1.4 0.8 1.7
F 3.567 -1.260 -1.950 -0.8 -0.7 -2.0
O 5.684 -1.941 -1.250 -2.3 -0.8 -0.2
H 5.212 0.497 0.095 0.3 0.1 0.1
H 4.470 1.016 -1.405 0.0 -0.3 -0.3
H 3.975 -1.511 -0.109 0.7 -0.1 0.2
O -1.652 1.770 1.052 2.4 -2.5 -1.8
C -1.002 0.949 0.385 -2.7 2.6 0.9
O -0.752 1.123 -0.950 0.1 0.1 1.7
C -0.250 -0.097 -1.430 0.2 -1.4 -0.5
C 0.268 -0.867 -0.175 -3.0 1.2 -1.2
F 1.518 -0.565 0.069 2.1 0.2 0.6
O -0.570 -0.250 0.813 0.5 0.0 0.3
H -1.098 -0.639 -1.850 0.1 -0.2 -0.2
H 0.515 0.089 -2.183 0.1 -0.1 0.2
H 0.106 -1.945 -0.154 0.0 0.2 0.0
C -0.136 -3.753 4.263 -0.1 0.0 0.3
C 0.975 -4.660 3.723 -1.1 2.3 0.4
C 1.441 -4.348 2.310 -1.4 -1.3 -0.7
O 2.816 -4.645 2.390 0.3 -0.2 -1.3
C 3.181 -4.637 3.674 4.2 0.4 0.5
O 4.333 -4.797 4.057 -2.7 0.2 -0.8
O 2.156 -4.298 4.413 -0.1 -0.2 2.0
H 0.127 -2.721 4.493 0.9 -0.1 -0.2
H -0.418 -4.178 5.226 -0.6 0.1 -0.2
H -0.973 -3.596 3.582 -0.2 -0.7 0.0
H 0.756 -5.681 4.037 0.0 -0.3 -0.9
H 1.201 -3.350 1.943 0.5 0.5 0.7
H 0.957 -4.966 1.554 0.2 -0.5 0.1
C -6.865 -3.635 1.689 -1.4 0.1 1.0
C -5.677 -3.896 0.860 -1.4 -1.8 2.1
C -5.910 -3.824 -0.582 -0.8 -0.7 -1.2
O -4.656 -3.347 -0.995 0.7 0.7 -1.1
C -4.136 -2.659 0.029 4.8 3.1 -1.3
O -3.152 -1.899 -0.064 -2.7 -2.2 0.0
O -4.739 -2.913 1.149 0.3 0.5 0.7
H -7.524 -4.502 1.706 -0.3 0.2 -0.3
H -7.360 -2.736 1.321 -0.3 -0.2 -0.1
H -6.678 -3.420 2.741 0.6 -0.2 0.0
H -5.267 -4.883 1.075 0.4 0.0 0.3
H -6.732 -3.178 -0.890 0.1 0.4 0.0
H -6.112 -4.803 -1.017 0.2 0.0 0.0
C 2.055 2.250 1.293 0.3 2.1 0.2
C 2.062 3.817 1.608 0.6 -3.0 -2.0
C 0.779 4.510 1.316 0.1 0.3 0.0
O 0.808 5.413 2.419 -2.4 1.6 -0.3
C 1.621 5.019 3.388 0.9 3.0 1.9
O 1.864 5.652 4.402 -1.0 -1.4 -1.5
O 2.274 3.984 2.966 1.4 -2.1 1.4
H 1.442 1.744 2.039 0.1 0.1 0.1
H 3.084 1.894 1.342 -0.2 -0.2 -0.1
H 1.619 2.075 0.310 0.2 0.0 -0.1
H 2.848 4.391 1.117 0.3 -0.5 -0.3
H -0.094 3.859 1.271 -0.2 0.0 0.6
H 0.820 5.062 0.377 0.0 0.1 0.3
C -1.348 2.109 -4.921 0.9 -0.5 -1.8
C 0.023 2.814 -4.912 -2.0 1.5 0.3
C 0.140 3.568 -3.615 -0.3 0.2 1.8
O 1.219 2.924 -2.890 0.4 -0.2 -1.3
C 1.819 2.029 -3.712 0.6 -1.5 0.3
O 2.773 1.337 -3.378 -2.5 1.8 -1.3
O 1.092 1.930 -4.937 2.2 -0.7 1.8
H -1.428 1.817 -5.968 -0.3 -0.8 0.0
H -2.247 2.714 -4.805 0.4 0.4 0.7
H -1.303 1.232 -4.275 -0.3 0.1 0.1
H 0.062 3.496 -5.762 0.3 -0.1 -0.1
H -0.762 3.393 -3.029 0.1 0.0 0.2
H 0.272 4.650 -3.602 0.4 -0.1 -0.5
Cl -3.441 4.000 -1.982 0.2 -0.1 0.6
C -2.705 4.942 -0.664 -0.3 1.0 0.0
Cl -1.251 5.789 -1.243 0.1 0.0 0.0
H -3.398 5.742 -0.404 0.0 -0.3 -0.1
H -2.452 4.409 0.252 0.0 -0.6 -0.6


58
Properties=species:S:1:pos:R:3:forces:R:3 method="wB97M-V/def2-TZVPD" multiplicity=6 molar_mass_da=550.19 s2=8.786 homo_lumo_gap_ev="6.80 / 5.64" total_charge=+2
C -3.959 -1.429 -2.139 -2.0 -0.4 -0.7
C -4.176 -2.934 -1.934 0.0 0.1 0.0
C -5.039 -0.619 -1.394 0.1 -0.1 -0.1
C -3.932 -1.071 -3.632 0.0 0.0 0.1
Cl -2.426 -0.977 -1.446 1.7 0.4 0.5
H -6.029 -0.869 -1.804 0.3 0.1 0.2
H -4.855 0.461 -1.519 -0.2 -0.4 0.0
H -5.020 -0.859 -0.318 -0.1 0.1 -0.4
H -5.118 -3.226 -2.407 0.1 0.0 0.0
H -4.245 -3.185 -0.870 0.1 0.1 -0.1
H -3.375 -3.524 -2.389 -0.1 0.1 0.1
H -4.880 -1.363 -4.091 0.1 0.0 0.1
H -3.125 -1.596 -4.154 -0.1 0.1 0.1
H -3.805 0.008 -3.772 0.0 -0.2 0.0
C 0.617 -0.609 1.954 -1.5 -0.5 2.5
C -0.450 0.260 2.441 0.7 0.2 0.6
C -1.689 -0.320 2.150 -0.6 0.2 -0.2
H -0.255 1.171 3.005 -0.3 -0.4 -0.1
C -1.516 -1.515 1.424 0.3 -0.5 -0.1
C -0.110 -1.750 1.218 -0.4 -0.2 2.1
H 0.295 -2.762 1.165 -0.3 0.3 -0.2
H 1.535 -0.778 2.533 -0.4 0.3 -0.1
H -2.658 0.060 2.482 0.4 -0.1 -0.2
H -2.288 -2.240 1.180 0.2 0.4 0.0
C 1.769 1.236 -0.910 -0.9 2.2 -0.8
C 1.486 2.007 0.290 -0.1 0.0 -0.8
C 0.101 2.326 0.309 0.7 1.1 1.3
H 2.240 2.351 0.990 -0.2 0.0 -0.1
C -0.549 1.663 -0.746 0.8 -1.1 -1.8
C 0.445 0.950 -1.525 -0.2 2.4 0.3
H 0.285 0.535 -2.510 -0.1 0.1 0.3
H 2.734 1.044 -1.369 -0.2 0.2 0.2
H -0.387 3.013 1.004 0.3 -0.3 -0.2
H -1.594 1.730 -1.033 0.2 -0.1 0.3
Ir 0.951 -0.403 0.048 0.3 -2.5 -1.8
C 5.099 -2.093 0.851 0.4 0.2 0.0
N 4.194 -3.199 1.264 -0.2 -0.3 -0.2
C 4.307 -3.528 2.713 0.0 -0.1 0.1
C 2.761 -2.956 0.866 0.1 -0.2 0.4
C 2.638 -2.786 -0.620 0.6 -0.4 -1.0
C 3.370 -3.623 -1.478 -0.2 0.2 0.4
C 3.466 -3.338 -2.840 0.1 0.0 0.1
C 2.682 -2.329 -3.389 -0.3 0.2 0.0
C 1.804 -1.618 -2.569 0.5 -0.6 -0.7
C 1.868 -1.759 -1.179 -0.1 -0.1 0.0
H 4.795 -1.160 1.338 0.0 -0.3 0.0
H 5.067 -1.982 -0.235 0.0 0.0 0.3
H 6.108 -2.367 1.168 -0.1 0.2 -0.1
H 4.471 -4.033 0.733 0.1 0.2 0.2
H 4.018 -2.656 3.311 0.1 -0.2 -0.2
H 3.629 -4.364 2.916 0.2 0.2 0.1
H 5.345 -3.807 2.915 -0.3 0.0 0.1
H 2.197 -3.816 1.247 0.1 0.0 -0.1
H 2.439 -2.086 1.449 0.2 -0.2 -0.4
H 3.893 -4.493 -1.081 0.1 0.1 -0.2
H 4.158 -3.894 -3.471 -0.3 0.0 0.2
H 2.738 -2.097 -4.453 -0.1 -0.2 0.2
H 1.068 -0.967 -3.033 0.4 -0.1 0.1